Below is 2 unconnected molecules or ions with the total composition C3H12NP2 at a distorted geometry, with properties calculated with ωB97M-V with the def2-TZVPD basis set.

Positions of all 18 atoms, in Å:
H  -2.8619  -0.4479  -1.3942
H  -0.0358  -0.0464  -1.6335
P  2.4559  -1.2763  -0.3405
H  2.3864  1.9177  1.1732
H  -1.0927  0.1381  1.0571
H  -2.6295  -1.3795  -0.0182
C  1.1443  -0.0562  0.1664
C  -2.5973  -0.3942  -0.3022
H  -3.4315  0.1408  0.1127
H  0.4054  -0.8515  2.0440
N  -0.0523  -0.3893  -0.6417
P  1.5077  1.8349  -0.0937
H  3.4133  -0.3663  -0.7251
H  0.4846  2.4621  0.6684
C  -1.1698  0.2141  0.0278
H  0.0029  -1.3784  -0.6949
H  3.1635  -1.3182  0.8573
H  -1.0931  1.1966  -0.2630

Calculated values
Maximum force ... 0.0977 Eh/bohr
HOMO energy (spin up / spin down) ... -13.6 / -14.3 eV
Net charge ... +1
LUMO level (spin up / spin down) ... -0.18368 / -0.20509 hartree
Energy above the lowest of the compared OMol25 structures with the same formula, charge and spin ... 393.22 kJ/mol
E_tot ... -23360.346 eV



Below is a molecular structure, C25H41As3BF4ORuS5Sb, with properties calculated with ωB97M-V with the def2-TZVPD basis set.

Positions of all 82 atoms, in Å:
H  -0.8313  -7.0807  -4.3690
S  2.1160  -0.7060  -1.3924
H  0.4481  4.2973  -2.5156
C  1.8121  -5.2180  -3.3638
C  -0.9575  -5.1692  -3.4023
S  0.9160  -1.2634  -5.0410
H  -2.5738  2.0809  0.1181
C  -0.1130  4.1810  2.3139
C  -2.3038  1.2554  0.7742
H  -2.0961  -4.7928  -0.6895
B  3.8896  1.5770  1.5131
C  -1.3713  4.7213  1.6035
H  0.1248  5.6196  -1.3486
H  -1.1146  5.6718  1.1260
H  1.6786  -3.2768  -2.4496
H  -2.0419  -5.1450  -3.4219
H  0.5670  -8.5643  -1.4816
Ru  1.1710  1.2024  -0.4493
H  3.2640  3.9525  -1.7906
H  -4.9782  6.1365  1.4706
C  1.1334  -4.1275  -2.8449
C  2.9922  4.3953  -0.8362
H  -0.8215  -0.1100  3.2970
H  -2.4295  0.3130  0.2412
As  -2.9510  5.2098  2.6941
C  1.1343  4.4454  1.4541
H  2.8952  -5.2277  -3.3555
H  -2.9161  1.2629  1.6738
H  2.8611  5.4735  -0.9306
As  1.3010  3.6312  -0.3061
H  -0.6341  -1.9942  -2.6429
C  -3.9434  5.9625  1.1757
C  -0.2431  2.6923  2.6559
H  0.6636  2.3738  3.1786
C  -1.2587  -4.5267  -0.0416
H  -3.9966  3.0631  1.7445
C  1.8944  -7.4487  -0.2157
C  0.0941  4.5430  -1.5147
H  -1.6889  4.0518  0.8016
H  3.7474  4.1540  -0.0947
H  -0.6321  -1.0777  1.8081
F  4.3406  1.9497  0.2502
C  -0.2770  -6.2583  -3.9321
C  -0.1558  -5.5539  -0.0959
C  -3.9326  3.5113  2.7361
S  -0.3865  1.1713  -2.0622
H  2.0225  4.0798  1.9735
H  2.9951  -6.0976  1.0408
H  1.6434  -7.1354  -4.3188
C  1.1093  -6.2869  -3.9067
H  0.1491  6.0085  3.4699
H  -1.2296  -6.8794  -1.3905
H  -1.0822  2.5407  3.3433
H  -3.4597  2.8088  3.4218
H  1.1953  -4.4270  1.1390
H  2.6936  -8.1782  -0.2705
C  0.1271  4.9280  3.6355
C  -0.9867  -2.9427  -2.2322
O  -1.7683  -1.9222  0.0928
Sb  1.3969  0.2803  -3.4726
C  -0.3127  -6.7215  -0.8340
F  4.6154  0.5506  2.0720
H  -0.6562  4.7200  4.3656
H  -1.6354  -4.3896  0.9739
S  -0.7033  -2.8329  -0.4495
F  3.7984  2.6912  2.3692
H  0.8078  -0.3655  2.6045
H  -4.9393  3.7165  3.1014
H  -3.9240  5.2835  0.3214
C  -0.2484  -0.2329  2.3782
H  -0.9189  4.1649  -1.4061
As  -0.4378  1.3303  1.2584
H  -2.0716  -3.0038  -2.3401
C  -0.2607  -4.1015  -2.8492
H  1.2592  5.5237  1.3214
C  2.0635  -6.2829  0.5197
S  2.5533  2.1736  -3.9452
C  0.7028  -7.6656  -0.8916
C  1.0461  -5.3432  0.5794
H  -3.5019  6.9154  0.8854
F  2.4758  1.1070  1.3340
H  1.0856  4.6271  4.0639

Calculated values
Maximum force ... 0.0092 Eh/bohr
HOMO energy (spin up / spin down) ... -5.0 / -4.9 eV
Expectation value of S² ... 0.76
Net charge ... -1
LUMO level (spin up / spin down) ... 0.07214 / 0.04454 hartree
Multiplicity ... 2
Energy above the lowest of the compared OMol25 structures with the same formula, charge and spin ... 84.04 kJ/mol
E_tot ... -286006.531 eV



Below is a molecular structure, C22H14N8NaO at a distorted geometry, with properties calculated with ωB97M-V with the def2-TZVPD basis set.

Positions of all 46 atoms, in Å:
N  -0.8407  -0.6632  -0.7616
H  -3.3101  -4.8585  -3.6529
H  -1.0383  -4.3494  -2.7625
C  3.7938  2.6033  4.0506
C  -2.1355  -0.4150  -1.0657
C  -1.6650  -2.4661  -1.9705
N  4.2748  2.4075  5.0848
H  2.3177  0.7601  4.0246
C  1.8115  -2.2014  -0.7700
C  -2.2632  4.1326  1.1162
H  -2.0660  5.0631  1.6247
N  4.0958  4.7205  1.4000
C  3.4031  -0.7130  -0.0769
H  -4.7537  -1.0813  -2.2042
C  -3.9621  -1.8056  -2.3236
C  -4.1613  -3.0146  -2.9768
C  3.6890  3.8363  2.0209
N  1.7493  0.9572  3.2152
C  4.3758  -1.6895  0.0390
C  -1.8557  -3.6574  -2.6390
H  -4.6626  2.3691  -0.4683
H  2.4149  -4.2554  -0.9382
C  -2.7036  -1.5515  -1.8210
C  4.0287  -2.9998  -0.2779
H  5.3703  -1.4425  0.3772
N  2.1610  -0.9431  -0.4704
C  -0.5009  -1.8612  -1.2861
H  -0.2713  3.3603  1.3557
O  1.7346  1.9268  1.1737
N  -2.9140  0.5940  -0.8288
C  2.2311  1.8972  2.3169
C  2.7450  -3.2605  -0.6851
C  3.2208  2.7832  2.8003
H  3.6229  0.3170  0.1629
C  -3.1247  -3.9257  -3.1354
H  -4.3279  4.5624  0.6796
N  0.5972  -2.5472  -1.2478
C  -3.7085  2.6470  -0.0494
Na  0.5613  0.8269  0.0240
C  -1.2634  3.1881  0.9645
H  1.2823  0.1684  2.7927
N  -1.4263  2.0335  0.3399
C  -2.6300  1.7419  -0.1673
C  -3.5187  3.8478  0.5896
H  -5.1405  -3.2507  -3.3706
H  4.7632  -3.7919  -0.2033

Calculated values
Maximum force ... 0.0294 Eh/bohr
HOMO energy ... -5.1 eV
Net charge ... -1
LUMO level ... 0.07061 hartree
E_tot ... -41430.840 eV



Below is a molecular structure, C16H31IrNP2S at a distorted geometry, with properties calculated with ωB97M-V with the def2-TZVPD basis set.

Positions of all 52 atoms, in Å:
H  1.4811  -0.6321  -6.6719
H  1.3418  2.5903  -7.2185
C  0.4489  -0.2790  -6.6442
H  -0.5663  -0.5642  -3.2618
C  -0.4950  -1.4255  -6.2498
H  2.1744  -2.0590  -5.5280
H  1.2545  -4.7456  -2.8043
H  -1.3179  2.7729  -3.8346
C  -1.0783  1.9873  -6.3708
H  -1.1966  -4.0103  -3.4763
H  -1.3716  2.9217  -5.8711
H  -1.3397  -4.3182  -5.2804
P  0.3465  1.1755  -5.6392
H  1.6955  3.1832  -5.5718
C  -1.3957  -3.5826  -4.4753
H  0.2438  -4.4765  -1.3035
H  -0.7093  2.2262  -7.3902
H  -1.9269  1.2944  -6.4627
H  -1.5497  -1.1031  -6.2123
H  -2.3701  -3.0705  -4.4814
H  1.0479  3.2697  -3.5636
C  1.6566  -2.8556  -4.9887
C  -1.4087  2.6899  -1.6268
C  0.9818  -4.0266  -2.0009
H  2.3190  2.1132  -3.4650
C  -0.0012  -1.1427  0.2052
H  1.9704  2.6601  -1.2346
N  0.1806  -1.6198  -0.8846
H  1.2725  0.2997  -4.0431
C  1.6312  2.2919  -6.2034
P  -0.0653  -2.3742  -4.7332
H  -2.1850  0.6349  -2.0109
H  0.0408  3.5506  -0.4051
C  -0.7866  0.5347  -3.5086
H  0.1754  0.0831  -7.6486
S  -0.2398  -0.3084  1.5421
C  -2.0193  2.4779  -3.0320
H  -2.9127  0.4964  -3.6440
Ir  0.3997  -2.2054  -2.7254
C  -2.0816  0.9557  -3.0706
H  1.6066  -3.7625  -5.5894
C  -0.1335  2.8607  -1.2373
H  -2.2141  3.0682  -0.9287
C  0.4915  1.1331  -3.9128
H  -0.4671  -2.1850  -7.0540
C  1.2623  2.2481  -3.2055
H  2.0913  -3.0136  -3.9826
C  1.1120  2.1288  -1.6734
H  1.1233  1.0640  -1.3536
H  2.6120  1.8153  -6.2443
H  -3.0116  2.9385  -3.2263
H  1.8825  -3.7055  -1.4469

Calculated values
Maximum force ... 0.0824 Eh/bohr
HOMO energy (spin up / spin down) ... -12.8 / -14.3 eV
Expectation value of S² ... 8.79
Net charge ... +2
LUMO level (spin up / spin down) ... -0.20043 / -0.35148 hartree
Multiplicity ... 6
Energy above the lowest of the compared OMol25 structures with the same formula, charge and spin ... 33.31 kJ/mol
E_tot ... -50811.660 eV



Below is 9 unconnected molecules or ions with the total composition C34H63Cl16F5N2O2S2 at a distorted geometry, with properties calculated with ωB97M-V with the def2-TZVPD basis set.

Positions of all 124 atoms, in Å:
H  2.4651  -10.3944  -1.7218
O  4.6802  -1.4605  -1.6013
F  4.4717  -2.6665  4.9374
C  -3.8936  2.8527  -3.3103
H  -3.5715  0.8372  10.0607
H  4.0074  4.5319  -1.7476
H  3.9562  -0.1585  1.0752
Cl  -5.9736  -4.3265  -3.9340
C  3.8772  3.3911  -1.6799
C  -0.8070  3.2055  0.0137
H  0.6002  2.5578  -6.3002
H  1.3137  -9.1115  -1.3310
H  6.1433  0.3193  -1.8315
S  2.6254  2.6719  -4.7938
C  3.4501  -2.9671  1.2171
Cl  -2.8550  -3.2326  -3.0833
Cl  3.3893  -9.5921  -4.3544
C  1.2338  1.8161  -5.7142
H  2.2143  0.3795  1.0697
H  -1.6877  4.6820  -1.3815
H  -4.3488  1.8776  -1.4537
C  0.2879  -0.6158  -5.0431
Cl  -8.9919  -0.9948  -1.9422
C  3.5055  -2.7407  3.8962
H  -5.5227  0.3498  8.6775
C  2.4509  -6.4868  2.4071
C  1.7651  -9.6755  -2.1498
H  1.8161  5.6076  3.4054
C  1.9466  -7.8719  2.7547
S  1.8617  5.5951  -4.8090
Cl  -6.1256  2.4992  7.9654
H  1.1640  -1.1273  -4.5187
C  2.5828  5.6427  2.6292
H  -8.8063  0.7411  -3.5302
H  -0.6763  1.4286  -4.5813
H  -0.5881  4.0225  6.3796
H  -2.1594  2.2260  6.8814
H  4.0972  -3.0615  0.2890
H  2.7655  -8.5877  2.8387
F  5.2256  -1.7216  2.5139
H  0.2974  -0.8044  -6.1626
C  -8.8612  -0.3464  -3.5969
C  2.3554  -1.8301  0.9840
H  1.5936  -1.7253  1.8293
H  -7.7042  -0.5991  -5.3870
C  -7.6740  -0.9193  -4.3439
Cl  0.4497  -10.5865  -2.9344
H  1.9174  7.5695  1.9572
H  -4.4837  -5.5884  -2.6089
H  1.8991  3.2075  -0.6181
C  -0.6238  4.3627  -1.0764
H  -0.8989  2.1820  -0.4835
H  -3.7970  -3.7457  -1.0000
C  2.9420  -0.3919  0.6223
C  2.1584  6.5942  1.5302
H  -9.7863  -0.6095  -4.1133
H  -3.0014  3.8341  0.3185
C  -5.0819  -4.6925  -2.4362
Cl  -6.1223  -0.3574  -3.6748
H  0.0784  3.1533  0.7352
Cl  3.4514  6.8596  0.3340
C  -3.5414  1.8988  -2.1882
O  3.0121  -0.1118  -0.7995
Cl  -3.0697  3.0259  9.3881
H  0.9197  1.0091  -3.6735
H  3.5199  5.9567  3.0913
H  -1.8814  4.0488  1.8356
C  2.2817  3.1537  -1.6995
C  4.3233  -2.8029  2.5289
F  5.1340  -3.9838  2.6169
H  1.7408  -8.0757  -3.6114
Cl  -3.3244  0.2296  -2.7686
C  -1.6346  2.2054  5.9252
Cl  -0.1342  3.6128  4.1165
Cl  2.7917  3.9779  2.0308
H  1.7403  -2.1625  0.0694
C  4.3141  -0.2870  -1.3157
H  -4.7501  2.4981  -3.8857
H  3.7458  2.6785  0.5113
H  6.5685  2.1050  -0.5853
H  -2.6262  2.2015  -1.6786
H  2.0376  2.1122  -2.0979
Cl  3.4978  -6.4943  0.9662
C  -2.1228  3.4122  0.9153
C  0.0828  3.8819  -2.4369
H  3.0482  -6.0932  3.2303
H  -0.1059  5.2910  -0.6389
H  2.8762  -3.9675  1.3072
C  5.5183  1.6624  -0.4251
Cl  0.7939  -8.4911  1.5455
H  1.2779  6.2275  1.0004
N  5.2514  0.7801  -1.6021
H  -7.6763  -2.0102  -4.3227
F  2.7202  -1.5890  4.0437
H  -5.8265  -4.9224  -1.6721
H  1.7026  1.1131  -6.4947
H  -0.0247  2.7522  -2.5952
H  1.4188  -7.8458  3.7099
H  -0.3869  4.4875  -3.2911
H  -2.0218  4.2653  5.3749
H  -4.1425  3.8332  -2.8994
H  -0.6561  -1.0283  -4.5512
H  -4.8505  1.9677  10.5187
H  4.3652  2.9565  -2.6072
Cl  -2.7722  1.5362  4.7276
C  -1.1758  3.6021  5.5618
H  3.1624  -8.1001  -2.5612
H  -0.7930  1.5167  6.0132
H  -2.4046  2.3800  1.3384
C  1.9855  4.1854  -3.9042
H  5.5792  1.1057  0.5760
H  1.6266  -5.7953  2.2240
C  -4.2230  -3.5301  -1.9818
C  2.4563  -8.7275  -3.1079
C  4.5207  2.9085  -0.2961
H  -4.2868  1.0591  7.6314
N  1.5647  4.2089  -2.4824
C  0.3632  0.9515  -4.6694
F  2.7819  -3.9263  4.1756
C  -4.9540  1.2582  8.4720
C  -4.1823  1.6710  9.7092
H  -4.8024  -2.6081  -1.9063
H  5.1282  3.7960  0.1060
Cl  -2.5341  3.0939  -4.4365

Calculated values
Maximum force ... 0.0846 Eh/bohr
HOMO energy ... -7.9 eV
Net charge ... 0
LUMO level ... -0.01203 hartree
SMILES string ... CCCCN(CCCCNC(=O)OCCCC(F)(F)C(F)(F)F)C(=S)SCCC.ClCCCl.ClCCCl.ClCCCl.ClCCCl.ClCCCl.ClCCCl.ClCCCl.ClCCCl
E_tot ... -278969.692 eV



> The highest net charge belongs to which entry?

C16H31IrNP2S



> Among the records above, which one has the highest maximum force?

C3H12NP2



> Look up the maximum force of the first one.

0.0977 Eh/bohr